(1)
This record from OMol25 describes a single C5H13NO molecule. The level of theory is ωB97M-V/def2-TZVPD.

Last column: Mulliken charge in e.
Positions of all 20 atoms, in Å:
C 1.088 -1.778 -1.417  -0.918
N 0.196 -1.095 -0.482  -0.283
C 0.426 0.328 -0.243  0.376
C 1.838 0.678 0.281  -1.280
C -0.598 0.872 0.749  -0.910
C -2.031 0.427 0.513  -0.409
O -2.852 0.958 1.549  -0.520
H 1.248 -2.805 -1.092  0.308
H 0.612 -1.827 -2.399  0.257
H 2.049 -1.289 -1.512  0.304
H 0.105 -1.591 0.394  0.258
H 0.292 0.814 -1.204  0.255
H 2.613 0.061 -0.188  0.361
H 1.890 0.496 1.353  0.330
H 2.137 1.693 0.010  0.347
H -0.363 0.661 1.796  0.334
H -0.557 1.962 0.674  0.321
H -2.359 0.768 -0.469  0.310
H -2.080 -0.663 0.517  0.232
H -3.654 1.330 1.169  0.326

Output
E: -8932.817 eV
LUMO: 1.01 eV
SMILES: CN[C@H](C)CCO
Frontier orbital gap: 0.352 hartree
2S+1: 1
F_max: 0.76 eV/A


(2)
This record from OMol25 describes a molecular structure, C29H25LaN4O5S. The level of theory is ωB97M-V/def2-TZVPD.

Last column: Mulliken charge in e.
Positions of all 65 atoms, in Å:
La -0.283 0.605 0.180  1.729
N -0.875 5.448 0.588  -0.392
C -0.447 4.147 0.674  0.494
S -0.365 3.313 -0.861  -0.581
N -0.273 3.829 1.974  -0.881
N 0.244 2.574 2.081  0.392
C 0.945 2.353 3.137  -0.642
C 1.227 3.368 4.177  0.008
C 0.509 3.318 5.384  0.010
C 0.823 4.208 6.413  -0.679
C 1.846 5.106 6.207  -0.233
C 2.588 5.099 5.024  -0.639
C 2.242 4.281 3.976  -0.128
C 1.330 0.915 3.379  0.633
C 1.956 0.509 4.512  -0.159
C 2.349 -0.821 4.681  -0.851
C 2.066 -1.705 3.640  -0.696
C 1.348 -1.250 2.531  -0.022
N 0.998 0.011 2.422  -0.111
H -1.133 5.877 -0.287  0.198
H -1.073 5.844 1.480  0.226
H -0.257 2.550 5.526  0.478
H 0.252 4.249 7.361  0.367
H 2.080 5.888 7.001  0.291
H 3.489 5.743 4.966  0.343
H 2.860 4.286 3.106  0.475
H 2.147 1.195 5.328  0.387
H 2.745 -1.207 5.601  0.439
H 2.324 -2.768 3.634  0.425
H 0.983 -1.959 1.787  0.467
C 2.439 -2.416 -6.971  -0.882
O 2.385 -1.413 -5.949  -0.460
C 1.766 -1.739 -4.797  0.787
C 1.422 -3.051 -4.498  -0.593
C 0.831 -3.381 -3.277  -1.258
C 0.455 -2.392 -2.377  0.119
C -0.139 -2.677 -1.117  0.860
C -0.817 -4.005 -0.863  -1.476
O -0.097 -1.931 -0.095  -0.407
C 0.789 -1.039 -2.720  0.139
O 0.454 -0.082 -1.958  -0.606
C 1.486 -0.741 -3.891  -0.188
H 2.874 -1.961 -7.869  0.268
H 1.409 -2.793 -7.200  0.371
H 3.101 -3.259 -6.779  0.328
H 1.659 -3.821 -5.193  0.433
H 0.629 -4.404 -3.113  0.498
H 0.005 -4.704 -0.643  0.458
H -1.418 -4.363 -1.767  0.326
H -1.408 -3.887 0.065  0.322
H 1.803 0.330 -4.084  0.348
O -3.577 -1.831 1.056  -0.692
C -3.181 -1.170 0.111  0.296
O -2.392 -0.149 0.233  -0.659
C -3.499 -1.468 -1.343  0.439
C -4.511 -2.310 -1.676  -0.381
C -4.885 -2.446 -3.001  -0.567
C -4.336 -1.656 -4.007  -0.600
C -3.199 -0.950 -3.691  -0.756
C -2.772 -0.856 -2.381  0.133
H -5.037 -2.906 -0.942  0.456
H -5.631 -3.138 -3.256  0.456
H -4.702 -1.677 -4.999  0.433
H -2.692 -0.389 -4.449  0.437
H -1.855 -0.328 -2.179  0.271

Output
E: -58375.300 eV
LUMO: -0.59 eV
Frontier orbital gap: 0.273 hartree
2S+1: 1
F_max: 2.29 eV/A


(3)
This record from OMol25 describes 2 unconnected molecules or ions with the total composition C3H3NO2. The level of theory is ωB97M-V/def2-TZVPD.

Last column: Mulliken charge in e.
Positions of all 9 atoms, in Å:
C -1.960 -1.130 2.057  -0.255
C 0.448 -0.412 -0.094  1.030
C 0.065 0.901 -0.632  -1.037
N -0.969 -0.798 1.471  -0.367
O 0.768 -1.677 -0.340  -0.185
O 1.797 -0.755 -0.069  -0.211
H 0.758 1.614 -0.368  0.324
H -0.885 1.260 -0.310  0.364
H -0.023 0.997 -1.714  0.338

Output
E: -8736.624 eV
LUMO: -1.45 eV
Frontier orbital gap: 0.317 hartree
2S+1: 1
F_max: 3.84 eV/A


(4)
This record from OMol25 describes 3 unconnected molecules or ions with the total composition C19H58B2N8O4P3. The level of theory is ωB97M-V/def2-TZVPD.

Last column: Mulliken charge in e.
Positions of all 94 atoms, in Å:
C -2.631 2.648 -0.263  -1.155
C -1.494 3.008 -1.255  -0.459
C -1.112 1.848 -2.185  -0.775
C 0.060 1.011 -1.662  -0.387
N -0.264 0.284 -0.454  0.151
B 0.536 -1.019 -0.138  0.617
B 1.542 -1.013 1.240  -0.370
O 2.063 -2.215 1.770  -0.554
N 1.997 0.221 1.967  -0.111
C 2.383 1.322 1.101  -1.070
C 1.101 0.647 3.021  -0.925
P -0.867 -2.416 -0.105  0.314
C -1.094 -2.824 -1.907  -1.152
O -0.266 -3.894 0.504  -0.562
H -2.328 2.800 0.773  0.230
H -3.529 3.232 -0.475  0.337
H -2.889 1.593 -0.367  0.299
H -1.856 3.835 -1.871  0.466
H -0.622 3.346 -0.691  0.231
H -1.979 1.216 -2.397  0.321
H -0.784 2.277 -3.141  0.276
H 0.883 1.735 -1.512  0.059
H 0.357 0.327 -2.460  0.380
H -0.245 0.918 0.335  -0.071
H 1.296 -1.252 -1.090  -0.192
H 1.429 -2.641 2.348  0.196
H 3.243 1.863 1.521  0.384
H 1.578 2.059 0.945  0.320
H 2.666 0.957 0.112  0.247
H 0.075 0.864 2.678  0.247
H 1.052 -0.119 3.802  0.249
H 1.505 1.542 3.508  0.319
H -0.182 -2.550 -2.452  0.244
H -1.908 -2.240 -2.336  0.286
H -1.228 -3.899 -2.043  0.370
H -0.924 -4.159 1.147  0.288
O -2.631 -3.507 3.463  -0.707
P -3.193 -4.108 4.680  -0.006
N -4.607 -3.274 5.110  0.405
C -4.649 -2.125 5.993  -0.974
C -5.549 -3.190 3.999  -1.053
N -1.975 -3.951 5.851  0.355
C -2.196 -3.706 7.259  -1.080
C -0.719 -3.350 5.399  -1.151
N -3.650 -5.704 5.054  0.255
C -3.298 -6.667 4.002  -0.952
C -4.959 -6.007 5.622  -0.927
H -5.675 -1.992 6.349  0.375
H -4.328 -1.192 5.511  0.290
H -4.044 -2.281 6.874  0.248
H -5.875 -4.188 3.691  0.260
H -5.120 -2.694 3.123  0.315
H -6.436 -2.640 4.315  0.366
H -2.336 -2.644 7.485  0.416
H -1.327 -4.046 7.830  0.343
H -3.055 -4.269 7.631  0.254
H -0.764 -2.256 5.345  0.395
H -0.442 -3.721 4.418  0.274
H 0.069 -3.631 6.102  0.393
H -3.935 -6.578 3.115  0.323
H -3.381 -7.685 4.388  0.351
H -2.263 -6.517 3.692  0.288
H -5.794 -5.871 4.926  0.289
H -5.148 -5.409 6.508  0.244
H -4.940 -7.056 5.926  0.400
O 2.108 2.881 -4.032  -0.673
P 3.221 3.565 -4.705  -0.093
N 2.635 4.366 -6.086  0.431
C 2.568 3.777 -7.409  -0.960
C 1.508 5.237 -5.777  -0.988
N 4.320 2.336 -5.093  0.329
C 5.147 2.299 -6.278  -1.094
C 3.959 0.985 -4.654  -0.945
N 4.353 4.704 -4.146  0.257
C 4.266 4.941 -2.699  -0.963
C 4.601 5.949 -4.865  -0.923
H 2.470 4.579 -8.147  0.373
H 1.725 3.086 -7.539  0.278
H 3.481 3.254 -7.656  0.244
H 1.807 6.027 -5.082  0.258
H 0.671 4.695 -5.326  0.244
H 1.160 5.721 -6.691  0.366
H 4.621 1.890 -7.147  0.410
H 6.015 1.659 -6.097  0.344
H 5.534 3.290 -6.525  0.257
H 3.233 0.501 -5.317  0.278
H 3.537 0.998 -3.654  0.251
H 4.867 0.379 -4.630  0.370
H 3.381 5.523 -2.418  0.311
H 5.154 5.474 -2.356  0.362
H 4.228 3.989 -2.168  0.306
H 3.775 6.668 -4.821  0.285
H 4.836 5.758 -5.908  0.253
H 5.477 6.414 -4.407  0.396

Output
E: -69977.141 eV
LUMO: 2.29 eV
Net charge: -1
Frontier orbital gap: 0.185 hartree
2S+1: 1
F_max: 3.12 eV/A


(5)
This record from OMol25 describes a molecular structure, C12H23N2O2P2STi. The level of theory is ωB97M-V/def2-TZVPD.

Last column: Mulliken charge in e.
Positions of all 43 atoms, in Å:
Ti -0.013 0.034 0.033  -0.920
P 0.343 -2.323 0.632  0.705
C -0.701 -2.897 -0.687  -1.057
C -1.692 -2.065 -1.256  1.263
N -1.624 -0.692 -1.057  0.233
C -2.432 0.160 -1.714  0.644
C -3.525 -0.315 -2.425  -0.625
C -3.685 -1.697 -2.579  -0.637
C -2.763 -2.557 -2.029  -0.696
C -2.151 1.649 -1.613  -1.137
P -0.383 2.045 -1.320  1.118
H -2.828 -3.638 -2.158  0.542
H -4.237 0.404 -2.824  0.568
H -4.537 -2.077 -3.136  0.512
H -2.429 2.150 -2.552  0.584
H -2.737 2.108 -0.800  0.452
H 0.472 -3.226 -2.750  0.283
H -0.744 -3.965 -0.918  0.592
H 2.012 -1.649 -3.033  0.397
O 1.122 -2.914 -3.414  -0.585
H 1.287 -3.651 -4.013  0.308
H 1.284 -0.109 -0.862  0.539
O 2.520 -0.889 -2.640  -0.581
H 2.201 -0.080 -3.076  0.273
C 0.217 2.207 -3.029  -1.303
H -0.375 2.960 -3.573  0.455
H 1.283 2.486 -3.015  0.411
H 0.123 1.227 -3.523  0.392
C -0.446 3.719 -0.647  -1.189
H 0.579 4.079 -0.492  0.414
H -0.990 4.398 -1.317  0.434
H -0.944 3.671 0.330  0.435
C -0.436 -2.820 2.192  -1.150
H -0.440 -3.916 2.250  0.441
H 0.111 -2.376 3.034  0.426
H -1.465 -2.439 2.212  0.402
C 1.920 -3.166 0.430  -1.172
H 2.573 -2.892 1.272  0.445
H 1.743 -4.249 0.403  0.472
H 2.371 -2.809 -0.506  0.351
S -0.653 0.923 2.215  -0.200
C 0.846 1.424 2.778  0.438
N 1.860 1.812 3.250  -0.278

Output
E: -72388.542 eV
LUMO (spin up / spin down): -14.62 / -14.62 eV
Net charge: +3
Frontier orbital gap (spin up / spin down): 0.158 / 0.157 hartree
2S+1: 1
F_max: 3.63 eV/A


> What is the F_max in the fifth record?

3.63 eV/A